(1)
{
  "formula": "C3H8NOS",
  "method": "ωB97M-V/def2-TZVPD",
  "homo_lumo_gap_ha": [0.4046, 0.2177],
  "spin_multiplicity": 2,
  "homo_energy_ev": [-19.5, -19.5],
  "fmax_ev_per_a": 1.3,
  "total_charge": 2,
  "species": ["O", "C", "C", "C", "S", "N", "H", "H", "H", "H", "H", "H", "H", "H"],
  "positions_angstrom": [[-0.056, -0.499, 2.294], [-0.331, 0.375, 1.537], [-0.404, 0.015, -0.006], [0.927, 0.427, -0.681], [0.893, 1.849, -1.812], [-0.548, -1.479, -0.007], [-0.572, 1.400, 1.834], [-1.271, 0.490, -0.452], [1.309, -0.336, -1.366], [1.774, 0.643, -0.013], [-0.035, 2.692, -1.280], [-0.158, -1.886, -0.865], [-1.514, -1.819, 0.029], [-0.014, -1.873, 0.788]],
  "mulliken_spin": [0.000, -0.006, 0.065, -0.089, 0.992, -0.002, 0.000, -0.021, 0.011, 0.063, -0.011, -0.002, 0.000, 0.000]
}


(2)
{
  "formula": "CH19N2O7",
  "method": "ωB97M-V/def2-TZVPD",
  "homo_lumo_gap_ha": 0.4056,
  "homo_energy_ev": -14.0,
  "fmax_ev_per_a": 2.6,
  "total_charge": 1,
  "species": ["N", "C", "N", "H", "H", "H", "H", "H", "H", "H", "O", "H", "H", "O", "H", "H", "O", "H", "H", "O", "H", "H", "O", "H", "H", "O", "H", "H", "O"],
  "positions_angstrom": [[-0.648, 0.620, 1.736], [-0.597, -0.213, 0.691], [-1.539, -0.244, -0.210], [-1.019, 1.541, 1.510], [0.040, 0.612, 2.467], [0.173, -0.962, 0.833], [-1.504, -1.048, -0.840], [-2.201, 0.521, -0.218], [-0.872, 2.662, -1.213], [-0.733, 4.178, -1.377], [-1.305, 3.420, -1.617], [2.697, -0.352, 0.718], [3.384, -0.680, -0.632], [2.738, -1.001, -0.007], [0.504, -3.430, 2.627], [1.793, -2.657, 2.574], [0.878, -2.630, 2.255], [2.149, 1.896, 1.026], [2.755, 1.621, 2.271], [1.948, 1.333, 1.795], [-1.456, -2.005, -3.449], [-0.137, -1.606, -2.742], [-1.098, -1.361, -2.835], [1.354, -3.266, -2.290], [1.328, -2.195, -1.278], [1.300, -2.302, -2.240], [-3.105, 3.312, -0.087], [-3.789, 1.834, 0.304], [-3.036, 2.401, 0.230]],
  "lowdin_charge": [0.169, -0.170, 0.216, 0.113, 0.098, 0.109, 0.107, 0.097, 0.014, 0.064, -0.056, 0.011, 0.052, -0.053, 0.048, 0.056, -0.051, 0.074, 0.088, -0.064, 0.046, 0.000, -0.093, 0.082, 0.031, -0.039, 0.063, 0.045, -0.056]
}


(3)
{
  "formula": "C4H6N2OS",
  "method": "ωB97M-V/def2-TZVPD",
  "homo_lumo_gap_ha": 0.3317,
  "homo_energy_ev": -8.5,
  "fmax_ev_per_a": 5.2,
  "species": ["C", "C", "N", "C", "N", "O", "C", "S", "H", "H", "H", "H", "H", "H"],
  "positions_angstrom": [[-0.922, -1.609, 1.421], [-0.528, -0.932, 0.310], [0.758, -0.786, -0.151], [1.372, 0.066, -1.081], [1.192, 1.079, -1.916], [0.030, 1.905, -1.508], [-0.661, 1.613, -0.212], [-1.632, 0.103, -0.565], [-0.347, -2.204, 2.141], [-1.984, -1.843, 1.614], [1.449, -1.127, 0.558], [2.465, -0.294, -1.326], [-1.316, 2.515, 0.087], [0.122, 1.515, 0.629]],
  "lowdin_charge": [-0.019, -0.709, -0.030, -0.223, 0.082, -0.287, -0.420, 0.958, 0.054, 0.056, 0.163, 0.148, 0.111, 0.116]
}


(4)
{
  "formula": "C4H7N3",
  "method": "ωB97M-V/def2-TZVPD",
  "homo_lumo_gap_ha": [0.2713, 0.2889],
  "homo_energy_ev": [-7.0, -7.3],
  "fmax_ev_per_a": 2.3,
  "species": ["C", "C", "C", "C", "N", "N", "N", "H", "H", "H", "H", "H", "H", "H"],
  "positions_angstrom": [[2.102, -0.024, 0.125], [-1.249, 0.779, 0.912], [-0.561, -0.265, -0.862], [-1.150, -1.446, -0.727], [-0.124, 0.584, 0.253], [1.050, 0.679, 0.811], [-2.099, 1.487, 1.423], [-2.059, 2.505, 1.348], [-0.140, 0.087, -1.795], [1.841, -1.072, -0.086], [2.978, 0.004, 0.769], [2.376, 0.463, -0.821], [-1.498, -1.778, 0.241], [-1.466, -2.004, -1.592]],
  "lowdin_charge": [-0.169, -0.205, -0.137, 0.067, -0.178, -0.044, 0.144, 0.066, 0.113, 0.068, 0.066, 0.069, 0.075, 0.065]
}


(5)
{
  "formula": "C2H10N2",
  "method": "ωB97M-V/def2-TZVPD",
  "homo_lumo_gap_ha": 0.3528,
  "homo_energy_ev": -8.6,
  "fmax_ev_per_a": 2.2,
  "species": ["N", "C", "N", "H", "H", "H", "H", "H", "H", "C", "H", "H", "H", "H"],
  "positions_angstrom": [[-0.601, 1.030, 0.697], [0.608, 1.870, 0.707], [1.376, 1.704, -0.490], [-0.522, 0.242, 0.062], [-0.702, 0.568, 1.593], [1.233, 1.514, 1.544], [0.326, 2.908, 0.854], [1.776, 0.794, -0.655], [1.904, 2.432, -0.933], [-1.150, -2.611, -0.718], [-0.925, -2.022, 0.183], [-1.530, -2.038, -1.551], [-0.124, -2.902, -0.964], [-1.668, -3.488, -0.330]],
  "lowdin_charge": [-0.013, -0.377, -0.013, 0.027, 0.050, 0.096, 0.102, 0.063, 0.059, -0.049, 0.000, 0.020, 0.015, 0.020]
}